One molecule with the formula C6H10ClO2P, computed with the ωB97M-V functional and the def2-TZVPD basis.

Positions of all 20 atoms, in Å:
C: 0.211 0.598 1.255
C: 1.435 1.129 1.110
C: -0.328 -0.399 0.358
C: -0.070 -1.716 0.433
C: -2.817 -0.388 -0.344
C: -1.393 0.253 -0.541
O: 3.931 1.347 -0.200
O: 1.818 0.709 -1.641
P: 2.613 0.633 -0.152
Cl: 2.815 -1.296 0.128
H: -0.562 1.020 1.830
H: 1.749 1.973 1.561
H: 2.523 0.997 -2.219
H: -0.449 -2.646 0.039
H: 0.643 -1.970 1.274
H: -3.164 -0.234 0.648
H: -2.760 -1.407 -0.744
H: -3.520 -0.041 -1.052
H: -1.462 1.283 -0.189
H: -1.213 0.157 -1.554

Output
- E_LUMO (eV) = 0.432
- maximum force (eV/Å) = 3.4
- orbital gap (Eh) = 0.365
- structure (SMILES) = C=C(/C=C\[P@](=O)(O)Cl)CC
- energy relative to the best compared isomer or geometry (same formula, charge and spin) (eV) = 1.055
- net charge = 0

A 2-piece molecular cluster, C7H6NO5P overall, computed with the ωB97M-V functional and the def2-TZVPD basis.

Positions of all 20 atoms, in Å:
C: -2.680 0.122 -0.372
C: -1.772 0.238 -1.418
C: -2.343 -0.018 0.932
C: -0.454 0.057 -1.152
C: -0.976 -0.043 1.247
C: -0.033 0.015 0.230
C: 1.360 0.013 0.469
N: 1.518 -2.133 0.385
O: 1.862 -2.698 1.414
O: 1.523 2.370 0.439
O: 2.294 1.274 -1.866
O: 0.947 -2.701 -0.532
O: 3.836 1.427 0.182
P: 2.385 1.381 -0.328
H: -3.788 0.290 -0.744
H: -1.959 0.420 -2.495
H: -3.055 -0.027 1.646
H: 0.299 0.170 -1.819
H: -0.765 -0.073 2.244
H: 1.801 -0.083 1.538

Output
- E_LUMO (eV) = 5.568
- maximum force (eV/Å) = 4.9
- orbital gap (Eh) = 0.217
- energy relative to the best compared isomer or geometry (same formula, charge and spin) (eV) = 4.125
- net charge = -2

C8H6N2O4Tl as an isolated structure, computed with the ωB97M-V functional and the def2-TZVPD basis.

Positions of all 21 atoms, in Å:
O: 1.447 2.614 -0.234
C: 0.923 1.649 -0.165
Tl: 0.061 -0.043 -0.049
O: 0.358 -0.532 -4.170
C: 0.265 -0.380 -3.063
C: -1.511 0.904 0.708
O: -2.379 1.423 1.121
C: -0.903 -1.655 0.137
O: -1.454 -2.613 0.241
C: 0.474 -1.957 3.136
C: 1.612 -1.287 2.520
N: 1.645 -0.551 1.406
C: 2.945 -0.129 1.210
C: 3.702 -0.615 2.231
N: 2.860 -1.355 3.058
H: 0.653 -3.051 3.146
H: 0.352 -1.609 4.180
H: -0.471 -1.758 2.610
H: 3.276 0.479 0.402
H: 4.732 -0.485 2.405
H: 3.149 -1.849 3.912

Output
- E_LUMO (eV) = -14.869
- maximum force (eV/Å) = 8.8
- orbital gap (Eh) = 0.196
- net charge = +3

One molecule with the formula C19H25ClN6O2, computed with the ωB97M-V functional and the def2-TZVPD basis.

Positions of all 53 atoms, in Å:
O: 2.455 0.134 -1.846
C: 1.423 0.783 -1.781
N: 1.173 1.602 -0.750
C: -0.007 2.394 -0.464
H: 0.058 3.370 -0.961
C: 0.036 2.557 1.061
C: -0.803 3.697 1.564
C: -1.898 3.444 2.382
C: -2.685 4.483 2.847
C: -2.396 5.792 2.503
C: -1.308 6.041 1.683
C: -0.515 5.010 1.211
H: 0.322 5.242 0.571
Cl: -0.930 7.669 1.234
H: -3.003 6.608 2.862
H: -3.532 4.274 3.482
H: -2.136 2.426 2.650
H: -0.327 1.628 1.512
C: 1.542 2.679 1.325
C: 2.146 1.690 0.335
H: 2.273 0.695 0.776
H: 3.115 2.005 -0.059
H: 1.883 3.691 1.111
H: 1.799 2.438 2.354
H: -0.929 1.900 -0.775
C: 0.332 0.611 -2.835
C: -0.291 -0.776 -2.613
N: -0.657 -0.931 -1.232
C: -0.005 -1.518 -0.192
N: -0.690 -1.252 0.899
N: -1.724 -0.509 0.532
N: -1.722 -0.305 -0.718
C: 1.206 -2.382 -0.262
N: 0.909 -3.801 -0.329
C: 0.224 -4.310 0.848
C: 0.159 -5.834 0.750
H: -0.405 -6.250 1.586
O: -0.508 -6.246 -0.421
C: 0.142 -5.738 -1.560
C: 0.206 -4.209 -1.531
H: 0.760 -3.858 -2.405
H: -0.825 -3.811 -1.570
H: -0.431 -6.083 -2.422
H: 1.167 -6.134 -1.615
H: 1.182 -6.239 0.757
H: 0.787 -4.020 1.735
H: -0.799 -3.909 0.936
H: 1.821 -2.106 -1.123
H: 1.789 -2.213 0.647
H: 0.434 -1.550 -2.867
H: -1.191 -0.897 -3.221
H: -0.426 1.388 -2.779
H: 0.798 0.631 -3.820

Output
- E_LUMO (eV) = 0.646
- maximum force (eV/Å) = 1.5
- orbital gap (Eh) = 0.356
- structure (SMILES) = O=C(CCn1nnnc1CN1CCOCC1)N1CC[C@@H](c2cccc(Cl)c2)C1
- energy relative to the best compared isomer or geometry (same formula, charge and spin) (eV) = 0.000
- net charge = 0

A 3-piece molecular cluster, C35H50FI2N4O8PS4 overall, computed with the ωB97M-V functional and the def2-TZVPD basis.

Positions of all 105 atoms, in Å:
C: 2.047 -1.364 -2.165
C: 0.682 -0.781 -1.397
N: 0.850 -0.639 0.099
C: 1.412 -1.947 0.609
C: 0.927 -2.312 2.168
C: 1.684 0.559 0.491
S: 2.984 0.550 1.613
S: 1.283 2.274 -0.252
C: -0.619 2.406 -0.108
C: -0.902 3.551 1.016
C: -2.357 3.494 1.762
C: -3.068 2.025 1.835
C: -2.210 0.895 2.724
C: -0.802 1.215 3.517
C: -1.017 2.192 4.858
F: -0.182 -0.043 4.084
C: -2.782 -0.634 2.829
C: -4.177 -1.009 2.069
C: -5.135 0.051 1.211
C: -4.520 1.609 1.112
C: -5.330 2.788 0.244
I: -7.487 2.907 0.815
C: -5.098 2.674 -1.378
C: -6.477 2.483 -2.260
I: -3.552 1.163 -1.935
N: -6.408 -0.414 0.564
N: -6.289 -0.716 -0.776
C: -5.518 -1.823 -1.014
S: -4.334 -2.980 -1.467
C: -7.202 -1.418 1.351
C: -8.876 -1.381 1.385
P: -9.954 -0.099 0.448
N: -10.425 1.081 1.446
O: -11.438 -0.936 -0.046
O: -9.134 0.415 -0.994
C: -9.764 -2.508 2.246
C: -9.067 -3.737 3.089
C: -7.427 -3.817 3.033
C: -6.716 -5.085 3.838
C: -6.569 -2.696 2.215
S: -4.703 -2.842 2.224
H: 1.949 -2.551 -2.093
H: 2.065 -1.114 -3.308
H: 3.032 -1.087 -1.593
H: -0.136 -1.635 -1.561
H: 0.264 0.166 -1.945
H: 0.919 -2.807 -0.057
H: 2.570 -2.075 0.481
H: 0.847 -3.497 2.293
H: 1.616 -1.828 2.982
H: -0.186 -1.912 2.319
H: -0.973 1.323 0.153
H: -0.977 2.704 -1.207
H: 0.003 3.592 1.793
H: -0.848 4.602 0.452
H: -2.150 3.811 2.896
H: -3.001 4.360 1.317
H: 0.038 1.690 2.855
H: -0.427 1.762 5.781
H: -0.551 3.251 4.620
H: -2.161 2.330 5.126
H: -2.199 -1.474 3.446
H: -4.954 3.884 0.535
H: -4.625 3.701 -1.764
H: -6.124 2.472 -3.401
H: -7.011 1.458 -2.086
H: -7.214 3.420 -2.195
H: -11.474 1.068 1.518
H: -12.063 -0.906 0.759
H: -9.278 -0.326 -1.671
H: -10.957 -2.467 2.270
H: -9.717 -4.513 3.679
H: -7.318 -6.058 3.500
H: -6.783 -5.000 5.004
H: -5.601 -5.275 3.508
C: 7.837 -3.642 -3.893
C: 7.281 -2.243 -4.092
O: 6.426 -1.867 -3.003
C: 7.058 -1.532 -1.849
O: 8.264 -1.521 -1.666
O: 6.110 -1.240 -0.923
C: 6.638 -0.977 0.375
H: 7.025 -4.360 -3.733
H: 8.421 -3.954 -4.764
H: 8.483 -3.695 -3.012
H: 6.664 -2.225 -4.997
H: 8.077 -1.505 -4.230
H: 7.398 -0.190 0.344
H: 7.051 -1.897 0.801
H: 5.817 -0.638 1.014
C: 8.701 1.489 -2.383
C: 9.924 0.737 -2.876
O: 10.787 1.594 -3.637
C: 11.528 2.473 -2.915
O: 11.525 2.589 -1.700
O: 12.253 3.221 -3.784
C: 12.997 4.264 -3.159
H: 8.181 1.969 -3.218
H: 8.009 0.812 -1.873
H: 8.976 2.285 -1.684
H: 9.606 -0.067 -3.549
H: 10.474 0.269 -2.053
H: 13.639 3.874 -2.363
H: 12.314 5.025 -2.768
H: 13.634 4.729 -3.917

Output
- E_LUMO (eV) = -1.099
- maximum force (eV/Å) = 8.1
- orbital gap (Eh) = 0.255
- structure (SMILES) = CCN(CC)C(=S)SCCCc1c([C@@H](C)F)cc2c(c1[C@H](I)[C@H](C)I)N(N=C=S)c1c(P(=N)(O)O)ccc(C)c1S2.CCOC(=O)OC.CCOC(=O)OC
- net charge = 0

C45H71CoN2O6P as an isolated structure, computed with the ωB97M-V functional and the def2-TZVPD basis.

Positions of all 126 atoms, in Å:
Co: -0.308 0.336 -0.256
C: 4.820 -3.891 3.716
C: 4.719 -2.462 3.180
C: 4.814 -1.500 4.372
C: 5.902 -2.208 2.232
C: 3.431 -2.215 2.396
C: 3.080 -0.928 2.045
C: 1.941 -0.684 1.261
N: 1.416 0.485 0.879
C: 1.918 1.744 0.985
C: 3.227 2.154 1.178
C: 3.522 3.511 1.291
C: 2.471 4.453 1.264
C: 1.156 4.138 1.028
C: 0.872 2.748 0.765
O: -0.239 2.327 0.326
C: 0.085 5.231 1.133
C: 0.476 6.456 0.295
C: -1.326 4.817 0.702
C: 0.024 5.641 2.615
C: 4.949 4.015 1.452
C: 5.278 4.924 0.257
C: 5.068 4.817 2.757
C: 5.969 2.878 1.491
C: 1.088 -1.812 0.874
O: 0.010 -1.551 0.235
C: 1.457 -3.147 1.254
C: 2.611 -3.297 1.978
C: 0.572 -4.328 0.871
C: 1.174 -5.647 1.352
C: 0.426 -4.407 -0.657
C: -0.811 -4.175 1.529
H: 5.716 -3.983 4.331
H: 4.904 -4.625 2.915
H: 3.962 -4.155 4.337
H: 5.716 -1.713 4.945
H: 3.957 -1.615 5.039
H: 4.868 -0.457 4.061
H: 6.844 -2.381 2.755
H: 5.899 -1.181 1.864
H: 5.862 -2.875 1.371
H: 3.689 -0.100 2.371
H: 4.023 1.428 1.188
H: 2.732 5.487 1.439
H: 0.446 6.223 -0.770
H: 1.469 6.835 0.532
H: -0.235 7.262 0.480
H: -1.359 4.463 -0.324
H: -1.972 5.693 0.788
H: -1.737 4.030 1.332
H: 0.977 6.041 2.964
H: -0.232 4.782 3.241
H: -0.742 6.404 2.760
H: 4.604 5.778 0.201
H: 5.206 4.373 -0.682
H: 6.296 5.304 0.353
H: 4.433 5.702 2.757
H: 6.098 5.152 2.888
H: 4.800 4.204 3.619
H: 5.960 2.291 0.572
H: 5.797 2.207 2.335
H: 6.969 3.296 1.604
H: 2.913 -4.291 2.266
H: 2.155 -5.832 0.911
H: 0.520 -6.466 1.053
H: 1.269 -5.683 2.439
H: 1.400 -4.539 -1.131
H: -0.038 -3.514 -1.064
H: -0.194 -5.266 -0.918
H: -0.714 -4.143 2.618
H: -1.432 -5.036 1.279
H: -1.323 -3.277 1.193
C: -1.339 1.452 5.115
N: -0.737 0.257 4.454
C: -1.219 -1.054 4.984
C: -0.729 0.327 2.944
C: -2.036 0.236 2.200
C: -3.301 0.140 2.781
C: -4.440 0.038 1.997
C: -4.330 0.033 0.619
C: -3.078 0.136 0.024
C: -1.941 0.236 0.809
H: -1.242 1.338 6.192
H: -2.380 1.544 4.833
H: -0.792 2.330 4.777
H: 0.255 0.291 4.689
H: -2.257 -1.201 4.708
H: -1.105 -1.053 6.065
H: -0.610 -1.836 4.537
H: -0.078 -0.493 2.643
H: -0.214 1.260 2.706
H: -3.437 0.132 3.853
H: -5.409 -0.038 2.472
H: -5.213 -0.044 0.000
H: -2.992 0.159 -1.053
C: -0.481 -0.944 -6.055
C: 0.039 -0.981 -4.628
C: -0.832 -1.860 -3.745
C: 1.500 -1.391 -4.583
O: -0.077 0.415 -4.180
P: 0.136 0.962 -2.722
O: -1.194 1.069 -1.975
O: 1.040 0.136 -1.832
O: 0.830 2.362 -2.904
C: 0.534 3.478 -3.798
C: 0.797 3.095 -5.246
C: 1.512 4.555 -3.350
C: -0.907 3.909 -3.583
H: -0.463 -1.947 -6.483
H: 0.140 -0.295 -6.673
H: -1.506 -0.575 -6.078
H: -0.806 -2.887 -4.110
H: -1.864 -1.510 -3.762
H: -0.470 -1.852 -2.717
H: 1.598 -2.409 -4.963
H: 1.884 -1.359 -3.565
H: 2.099 -0.733 -5.213
H: 1.774 2.621 -5.340
H: 0.796 4.001 -5.854
H: 0.039 2.419 -5.630
H: 2.536 4.262 -3.583
H: 1.433 4.703 -2.274
H: 1.297 5.497 -3.854
H: -1.597 3.097 -3.813
H: -1.144 4.753 -4.233
H: -1.066 4.209 -2.547

Output
- E_LUMO (spin up / spin down) (eV) = -3.009 / -4.749
- maximum force (eV/Å) = 0.5
- 2S+1 = 5
- orbital gap (spin up / spin down) (Eh) = 0.228 / 0.210
- energy relative to the best compared isomer or geometry (same formula, charge and spin) (eV) = 0.748
- net charge = +1

One molecule with the formula C19H32N2O5, computed with the ωB97M-V functional and the def2-TZVPD basis.

Positions of all 58 atoms, in Å:
C: -5.490 -1.864 0.333
H: -5.815 -2.263 -0.625
C: -4.035 -1.420 0.258
C: -3.839 -0.339 -0.803
H: -4.111 -0.741 -1.780
H: -4.486 0.513 -0.586
C: -2.388 0.163 -0.886
N: -1.494 -0.920 -1.253
H: -1.171 -1.360 -0.394
C: -0.348 -0.553 -2.080
H: 0.298 -1.433 -2.133
C: -0.800 -0.204 -3.498
H: -1.258 0.781 -3.528
H: 0.057 -0.198 -4.166
H: -1.517 -0.945 -3.837
C: 0.414 0.622 -1.468
O: 0.097 1.787 -1.740
N: 1.398 0.370 -0.603
C: 2.038 1.472 0.126
C: 2.732 0.822 1.321
H: 3.806 0.796 1.134
C: 2.138 -0.586 1.384
C: 2.998 -1.631 2.091
C: 4.231 -2.025 1.284
C: 3.823 -2.486 -0.111
C: 3.125 -1.348 -0.846
H: 3.808 -0.502 -0.933
C: 1.867 -0.907 -0.091
H: 1.092 -1.670 -0.178
H: 2.850 -1.657 -1.858
H: 4.702 -2.799 -0.675
H: 3.149 -3.343 -0.032
H: 4.913 -1.178 1.198
H: 4.760 -2.826 1.803
H: 3.296 -1.243 3.067
H: 2.389 -2.523 2.260
H: 1.168 -0.523 1.888
H: 2.559 1.380 2.239
H: 1.253 2.180 0.424
C: 3.022 2.235 -0.791
O: 4.210 2.213 -0.619
O: 2.449 2.912 -1.766
H: 1.469 2.720 -1.816
C: -1.980 0.781 0.447
O: -1.111 0.326 1.154
O: -2.713 1.846 0.743
C: -2.472 2.494 1.995
C: -1.260 3.411 1.934
H: -1.190 3.985 2.853
H: -0.354 2.821 1.820
H: -1.347 4.093 1.092
H: -2.332 1.731 2.767
H: -3.384 3.061 2.192
H: -2.341 0.954 -1.638
H: -3.406 -2.277 0.013
H: -3.721 -1.040 1.233
H: -5.615 -2.638 1.087
H: -6.133 -1.026 0.591

Output
- E_LUMO (eV) = 0.638
- maximum force (eV/Å) = 0.6
- orbital gap (Eh) = 0.362
- structure (SMILES) = CCC[C@H](N[C@@H](C)C(=O)N1[C@H](C(=O)O)C[C@@H]2CCCC[C@@H]21)C(=O)OCC
- energy relative to the best compared isomer or geometry (same formula, charge and spin) (eV) = 0.662
- net charge = 0

A 2-piece molecular cluster, C5H11N3O overall, computed with the ωB97M-V functional and the def2-TZVPD basis.

Positions of all 20 atoms, in Å:
C: -0.872 0.575 -0.916
C: -0.195 -0.979 1.048
C: -0.045 -2.358 0.570
C: 2.099 1.267 -1.936
C: -2.050 0.495 1.713
N: -0.165 1.078 -1.677
N: 0.815 -0.251 1.196
N: 0.783 1.655 -2.224
O: -1.559 -0.811 1.294
H: -1.735 -0.022 -0.860
H: 1.023 -2.526 0.347
H: -0.666 -2.573 -0.369
H: -0.421 -2.946 1.387
H: 2.277 0.115 -2.330
H: 2.695 1.946 -2.547
H: 2.370 1.199 -0.892
H: -2.607 0.387 2.699
H: -2.660 0.976 0.974
H: -1.194 1.082 1.883
H: 0.706 0.679 1.709

Output
- E_LUMO (eV) = 0.791
- maximum force (eV/Å) = 4.2
- orbital gap (Eh) = 0.324
- energy relative to the best compared isomer or geometry (same formula, charge and spin) (eV) = 5.606
- net charge = 0

C32H27AuNO2P2S as an isolated structure, computed with the ωB97M-V functional and the def2-TZVPD basis.

Positions of all 66 atoms, in Å:
Au: -0.122 0.035 0.068
C: -3.319 -1.527 -2.488
N: -2.410 -0.837 -1.565
P: -1.302 0.412 -1.836
C: -0.617 0.409 -3.474
C: 0.688 -0.036 -3.683
C: 1.208 -0.030 -4.968
C: 0.427 0.408 -6.028
C: -0.874 0.850 -5.817
C: -1.401 0.861 -4.538
C: -2.162 1.970 -1.588
C: -1.438 3.151 -1.757
C: -2.047 4.366 -1.497
C: -3.370 4.404 -1.071
C: -4.088 3.229 -0.904
C: -3.484 2.006 -1.158
P: -1.876 -1.485 -0.079
C: -3.279 -1.746 0.982
C: -3.789 -3.026 1.191
C: -4.932 -3.185 1.960
C: -5.551 -2.077 2.522
C: -5.030 -0.803 2.330
C: -3.891 -0.634 1.564
C: -0.983 -3.017 -0.331
C: -0.426 -3.596 0.812
C: 0.403 -4.698 0.688
C: 0.687 -5.215 -0.569
C: 0.158 -4.621 -1.707
C: -0.668 -3.514 -1.594
H: -4.355 -1.349 -2.197
H: -3.132 -2.598 -2.483
H: -3.170 -1.150 -3.500
H: 1.293 -0.374 -2.850
H: 2.222 -0.363 -5.139
H: 0.837 0.413 -7.030
H: -1.472 1.197 -6.649
H: -2.404 1.235 -4.366
H: -0.403 3.122 -2.079
H: -1.490 5.284 -1.622
H: -3.842 5.356 -0.869
H: -5.119 3.264 -0.578
H: -4.043 1.086 -1.036
H: -3.301 -3.891 0.758
H: -5.335 -4.175 2.122
H: -6.441 -2.208 3.122
H: -5.504 0.054 2.790
H: -3.464 0.355 1.434
H: -0.600 -3.166 1.793
H: 0.845 -5.133 1.574
H: 1.341 -6.072 -0.664
H: 0.397 -5.013 -2.686
H: -1.037 -3.038 -2.494
O: 2.095 -1.681 2.724
C: 1.715 -0.639 2.252
O: 0.433 -0.456 1.929
C: 2.609 0.560 2.143
C: 3.429 0.815 3.240
C: 4.277 1.907 3.262
C: 4.328 2.757 2.167
C: 3.525 2.518 1.066
C: 2.664 1.422 1.045
S: 1.806 1.188 -0.489
H: 3.386 0.132 4.078
H: 4.900 2.092 4.126
H: 4.993 3.610 2.169
H: 3.566 3.179 0.210

Output
- E_LUMO (eV) = -3.758
- maximum force (eV/Å) = 0.8
- orbital gap (Eh) = 0.246
- energy relative to the best compared isomer or geometry (same formula, charge and spin) (eV) = 0.000
- net charge = +1